# 1
{
  "formula": "C23H23NO2Zr",
  "method": "the ωB97M-V functional and the def2-TZVPD basis",
  "homo_lumo_gap_ha": [0.175, 0.255],
  "total_energy_ev": -31080.0442,
  "e_lumo_ev": [-3.97, -3.97],
  "charge": 1,
  "multiplicity": 2,
  "symbols": ["Zr", "O", "O", "N", "C", "C", "C", "C", "C", "C", "C", "C", "C", "C", "C", "C", "C", "C", "C", "C", "C", "C", "C", "C", "C", "C", "C", "H", "H", "H", "H", "H", "H", "H", "H", "H", "H", "H", "H", "H", "H", "H", "H", "H", "H", "H", "H", "H", "H", "H"],
  "xyz": [[0.496866, 0.214547, -0.104431], [0.749472, -1.552077, 0.840170], [1.847337, 1.677286, -0.771903], [0.433111, -2.836515, 1.393197], [-0.020552, 5.202895, -2.439228], [-0.446730, -5.048797, 2.836012], [-1.348837, -4.112484, 2.324702], [1.361100, 3.697679, -0.857499], [-1.290094, 0.011976, 1.893590], [-0.056625, 5.750265, -3.715960], [1.610851, 3.608396, -3.346005], [1.341537, -3.766884, 1.832933], [-0.198585, 0.900204, 2.165770], [0.523516, -1.717637, -1.775821], [-0.324958, 2.017986, 1.270680], [0.919317, -4.894694, 2.570565], [2.632899, 2.941232, -0.578555], [0.966855, 4.171278, -2.191089], [-1.421343, 1.756235, 0.376082], [0.705717, 5.305355, -4.784681], [-2.007456, 0.528063, 0.760608], [-0.094324, 0.430719, -2.434077], [1.031043, -0.458039, -2.285243], [-0.847741, -1.572675, -1.506628], [1.505984, 4.207377, -4.578033], [-1.248064, -0.266399, -1.994761], [-0.879875, -3.032031, 1.559426], [-2.286184, 0.065660, -2.082088], [0.764181, 5.836819, -5.699068], [-1.481830, -2.255850, 1.097666], [-0.671896, 6.615565, -3.858420], [0.173705, 2.976883, 1.412958], [1.670582, -5.625734, 2.946836], [2.203402, 2.680128, -3.179160], [-2.425717, -4.174531, 2.417507], [-1.532633, -2.360044, -1.182902], [-0.852990, -5.862103, 3.483583], [-0.721391, 5.544217, -1.619929], [1.104378, -2.623227, -1.649173], [2.967823, 3.129703, 0.535728], [-2.916814, 0.109011, 0.334525], [2.134395, 3.805805, -5.345285], [-1.788212, 2.450482, -0.380950], [0.549289, 0.835874, 2.953322], [-1.687761, -0.790733, 2.528701], [2.383804, -3.541284, 1.593097], [0.620519, 3.790361, -0.035914], [2.033548, -0.261938, -2.677337], [-0.098914, 1.382251, -2.968732], [3.444304, 3.225108, -1.278635]],
  "forces_ev_per_a": [[-1.43, 1.28, -1.34], [1.42, -4.86, 2.65], [1.79, -1.71, 1.30], [0.28, 2.01, -0.57], [0.60, -1.03, 0.71], [-0.59, -0.05, 0.52], [0.56, 0.60, -1.05], [-0.62, 2.26, -0.60], [-0.55, 1.08, -0.58], [-0.57, 0.42, 0.52], [0.05, -0.12, 1.70], [0.04, 0.41, 0.01], [-0.82, 0.92, -0.13], [0.64, 1.33, -1.07], [-0.94, -0.17, 0.93], [0.26, 0.60, -0.44], [-2.95, 0.49, 1.67], [-0.10, -0.39, 0.18], [0.93, 0.58, 0.69], [0.28, -0.13, 1.02], [0.56, -0.23, 1.20], [-0.24, -0.85, -0.56], [-0.50, -1.39, -1.17], [-0.37, 1.07, -0.99], [0.53, -0.72, 0.01], [0.57, -0.73, 0.22], [-0.25, -0.61, 0.49], [0.55, 0.08, 0.28], [-0.28, 0.38, -0.72], [-0.05, -0.44, 0.25], [-0.44, 0.27, -0.13], [0.05, -0.73, -0.20], [-0.66, 0.81, -0.47], [-0.27, 0.95, -0.32], [0.12, -0.25, 0.26], [0.32, 0.40, 0.01], [0.64, 0.65, -0.74], [1.14, -0.20, -1.02], [0.03, 0.24, 0.22], [-0.49, -0.78, -2.16], [0.37, 0.00, 0.07], [0.05, -0.11, -0.63], [0.20, -0.36, 0.16], [-0.35, -0.07, -0.10], [0.74, 0.27, -0.46], [-0.42, -0.08, 0.20], [0.94, 0.32, -0.95], [-0.49, -0.14, 0.41], [0.16, -0.21, 0.53], [-0.44, -1.07, 0.20]],
  "mulliken_spin": [-0.011, 0.012, 0.094, 0.001, 0.157, 0.000, 0.000, 0.625, -0.001, -0.079, 0.165, 0.000, 0.003, 0.000, 0.000, 0.000, -0.011, -0.131, -0.010, 0.153, 0.006, -0.006, 0.020, -0.002, -0.069, 0.000, 0.000, 0.000, 0.011, 0.000, -0.003, 0.001, 0.000, 0.016, 0.000, 0.000, 0.000, 0.002, 0.000, 0.007, 0.000, -0.003, 0.004, 0.000, 0.000, 0.000, 0.049, 0.003, -0.005, 0.004]
}

***

# 2
{
  "formula": "C23H23NO4",
  "method": "the ωB97M-V functional and the def2-TZVPD basis",
  "homo_lumo_gap_ha": 0.241,
  "total_energy_ev": -33903.0779,
  "e_lumo_ev": -1.18,
  "de_lowest_kcal_mol": 58.2,
  "charge": 0,
  "multiplicity": 1,
  "symbols": ["O", "O", "O", "O", "N", "C", "C", "C", "C", "C", "C", "C", "C", "C", "C", "C", "C", "C", "C", "C", "C", "C", "C", "C", "C", "C", "C", "C", "H", "H", "H", "H", "H", "H", "H", "H", "H", "H", "H", "H", "H", "H", "H", "H", "H", "H", "H", "H", "H", "H", "H"],
  "xyz": [[-1.969785, -2.519995, -2.868005], [1.496149, -1.061307, -1.471730], [0.386840, -2.410564, -2.872628], [-3.222323, -1.233356, -1.579552], [2.904365, 0.425963, 1.685980], [-0.549091, -0.342194, 0.852779], [1.044498, 1.633912, 1.200602], [1.915577, -0.482905, 1.448390], [-2.068755, -1.496069, -1.929554], [4.281015, 0.091823, 2.005846], [-0.796461, -2.445743, -3.692250], [2.411914, 1.725986, 1.557975], [-1.668715, 1.114194, 2.553940], [-0.864737, -0.881993, -1.447840], [2.310084, 4.111098, 1.630879], [-1.735093, 0.247301, 1.434217], [-3.024401, -0.037518, 0.938697], [0.314000, 2.809706, 1.044268], [0.403592, -1.402204, -1.889792], [0.712719, 0.215216, 1.134410], [0.960411, 4.043122, 1.267158], [3.067152, 2.935289, 1.784992], [-4.047287, 1.562984, 2.438858], [-2.796465, 1.769687, 3.042086], [-0.766746, -3.736097, -4.491922], [-4.156349, 0.627426, 1.402855], [2.158675, -1.934540, 1.523474], [-0.850890, -1.273681, -4.678240], [4.115009, 2.922794, 2.081779], [1.202927, -2.424284, 1.734524], [0.397458, 4.965202, 1.169956], [-3.126320, -0.759416, 0.130008], [-0.897343, 0.185895, -1.302482], [0.110138, -3.743239, -5.142232], [2.551238, -2.334082, 0.572738], [-0.705816, 1.279137, 3.042469], [-0.849740, -0.301479, -4.185143], [-4.933303, 2.088983, 2.797352], [-2.698791, 2.445484, 3.895202], [-5.123605, 0.409224, 0.943908], [2.795464, 5.066178, 1.805292], [4.341776, -0.464163, 2.953193], [-0.721248, -4.588819, -3.815396], [-0.595018, -1.411048, 0.599657], [-0.726663, 2.763462, 0.753562], [2.865682, -2.153928, 2.338360], [-1.762335, -1.368524, -5.287854], [-1.677150, -3.808373, -5.090790], [4.834239, 1.030386, 2.116450], [0.027592, -1.339107, -5.338284], [4.725920, -0.515808, 1.201825]],
  "forces_ev_per_a": [[0.94, 0.84, 0.30], [-0.43, -0.20, -0.14], [-0.64, 0.69, 0.44], [1.35, -0.35, -0.83], [-0.58, -0.76, -0.05], [0.84, -1.94, 1.15], [0.53, 0.14, 0.40], [-0.16, 1.32, -0.83], [-2.13, -0.26, -0.19], [0.13, -0.07, 0.06], [0.00, -0.42, -0.11], [-0.50, 0.24, -0.09], [0.24, 0.05, -0.13], [0.22, 0.21, -1.07], [0.46, -0.83, 0.12], [-1.76, 0.90, 0.25], [0.27, -0.09, 0.13], [0.71, 0.75, -0.05], [0.67, -0.21, -0.53], [0.65, 0.07, -0.18], [-0.27, -0.68, -0.14], [-0.52, 0.03, -0.17], [0.26, -0.30, -0.09], [-0.16, -0.23, -0.19], [0.11, -0.06, 0.31], [0.17, 0.16, 0.31], [0.00, -0.39, 0.16], [0.04, -0.05, 0.02], [-0.27, 0.36, -0.10], [0.28, -0.09, -0.05], [0.02, -0.11, -0.05], [-0.05, 0.41, 0.31], [-0.07, 0.14, 0.03], [-0.11, -0.02, 0.05], [-0.11, 0.27, 0.33], [-0.35, -0.01, -0.16], [-0.02, -0.04, 0.03], [0.28, -0.11, -0.07], [-0.03, -0.24, -0.28], [0.31, 0.08, 0.19], [-0.17, -0.07, -0.04], [-0.02, 0.18, -0.27], [0.01, 0.01, -0.01], [0.12, 0.58, 0.80], [0.02, 0.16, 0.06], [-0.26, -0.10, -0.29], [0.31, 0.07, 0.23], [0.13, 0.03, 0.04], [-0.04, -0.42, -0.08], [-0.30, 0.08, 0.24], [-0.13, 0.29, 0.29]],
  "mulliken_charge": [-0.375, -0.653, -0.404, -0.759, 0.314, -1.870, 0.506, 0.472, 0.541, -0.967, 1.486, 0.006, -0.218, -0.348, -0.631, 0.733, -0.395, -0.007, 0.390, 1.773, -1.023, -1.102, -0.396, -0.798, -1.697, -0.818, -1.830, -1.516, 0.253, 0.423, 0.403, 0.542, 0.425, 0.395, 0.317, 0.488, 0.321, 0.378, 0.403, 0.420, 0.399, 0.323, 0.406, 0.773, 0.594, 0.503, 0.386, 0.394, 0.323, 0.407, 0.308]
}

***

# 3
{
  "formula": "C23H23NO4",
  "method": "the ωB97M-V functional and the def2-TZVPD basis",
  "homo_lumo_gap_ha": 0.318,
  "total_energy_ev": -33905.2291,
  "e_lumo_ev": 0.19,
  "smiles": "CCCCc1cc(=O)oc2cc(OCC(=O)N3CCc4ccccc43)ccc12",
  "de_lowest_kcal_mol": 8.6,
  "charge": 0,
  "multiplicity": 1,
  "symbols": ["O", "O", "O", "O", "N", "C", "C", "C", "C", "C", "C", "C", "C", "C", "C", "C", "C", "C", "C", "C", "C", "C", "C", "C", "C", "C", "C", "C", "H", "H", "H", "H", "H", "H", "H", "H", "H", "H", "H", "H", "H", "H", "H", "H", "H", "H", "H", "H", "H", "H", "H"],
  "xyz": [[-1.121984, -1.066800, -5.598841], [-0.497885, 1.376681, 3.424829], [-2.628839, 0.175269, 0.976512], [-1.519887, -0.596313, -3.476259], [-0.980965, -0.826860, 3.203631], [-1.307816, -3.190496, 3.414725], [-1.777881, 0.482514, -0.038306], [4.832528, 2.923180, -3.684571], [-2.485096, 0.837167, 2.214236], [3.684070, 3.379449, -4.577455], [2.016627, -2.811112, 5.265793], [1.807658, 2.142596, -3.398519], [-0.792810, -0.432583, -4.627014], [2.567665, 2.341114, -4.706920], [-0.707763, 1.376656, 0.054746], [-1.839581, -1.916308, 2.739598], [-0.034094, -2.733453, 4.059800], [-1.213269, 0.486656, 3.003727], [0.105427, -1.353048, 3.920566], [2.149236, -1.440385, 5.125129], [0.916098, -3.469594, 4.732459], [1.196636, -0.689010, 4.451208], [-1.216147, 0.074793, -2.345224], [0.654779, 1.184297, -3.461433], [0.086086, 1.611883, -1.044575], [-0.139981, 0.977630, -2.270444], [-2.021894, -0.167004, -1.241465], [0.318307, 0.495085, -4.574464], [-3.363774, 0.544811, 2.798327], [-2.879549, -1.715777, 3.004964], [5.225291, 1.968751, -4.028503], [4.077927, 3.585482, -5.575044], [-2.844399, -0.857940, -1.324658], [3.008513, -0.940891, 5.546372], [2.497109, 1.780097, -2.631602], [0.905202, 2.305695, -0.946798], [3.001730, 1.392542, -5.028726], [2.771273, -3.373504, 5.794339], [1.427136, 3.112072, -3.062706], [3.269155, 4.312672, -4.189384], [-1.133177, -3.987725, 2.691960], [-1.776169, -1.994606, 1.651039], [5.638769, 3.652528, -3.708416], [-2.498995, 1.926097, 2.085904], [-0.484648, 1.883750, 0.978815], [0.805276, -4.538032, 4.841547], [-2.003472, -3.568805, 4.166940], [0.858643, 0.590698, -5.500902], [1.870414, 2.676540, -5.477474], [1.298101, 0.377545, 4.347555], [4.512498, 2.812224, -2.651629]],
  "forces_ev_per_a": [[0.08, 0.22, 0.39], [0.05, 0.16, 0.09], [-0.09, -0.11, -0.13], [-0.21, -0.18, -0.06], [0.04, -0.01, 0.08], [-0.06, -0.03, 0.11], [0.24, 0.01, -0.45], [-0.14, 0.16, -0.11], [0.02, 0.28, 0.18], [0.03, -0.23, -0.02], [0.10, -0.08, 0.08], [0.10, -0.09, -0.35], [-0.09, -0.31, -0.59], [-0.01, 0.27, 0.19], [-0.18, 0.02, 0.39], [-0.43, -0.30, -0.47], [0.04, 0.20, -0.05], [-0.30, 0.21, -0.29], [0.38, -0.32, 0.25], [0.01, -0.09, 0.01], [-0.02, 0.12, -0.04], [0.05, 0.23, -0.01], [0.27, 0.48, 0.75], [-0.08, -0.23, -0.40], [-0.10, -0.20, -0.34], [-0.38, -0.24, 0.17], [0.01, -0.03, -0.05], [0.30, 0.37, 0.32], [0.11, 0.06, -0.06], [0.06, -0.04, -0.08], [0.08, -0.12, 0.00], [-0.04, 0.08, 0.00], [-0.12, -0.10, -0.02], [0.08, 0.05, 0.03], [-0.03, 0.07, 0.10], [0.10, 0.08, 0.00], [-0.03, -0.06, -0.10], [0.08, -0.04, 0.05], [0.03, 0.00, 0.10], [-0.02, 0.07, -0.07], [-0.07, 0.03, 0.00], [-0.06, -0.02, 0.16], [0.11, 0.01, 0.06], [0.07, -0.19, 0.06], [0.01, 0.06, 0.13], [0.00, -0.12, 0.01], [-0.02, -0.01, -0.05], [0.05, 0.02, -0.07], [-0.02, -0.10, -0.06], [-0.01, 0.02, 0.00], [0.03, -0.04, 0.13]],
  "mulliken_charge": [-0.638, -0.671, -0.450, -0.504, 0.261, -0.705, 0.846, -1.189, -1.063, -0.614, -0.516, -0.114, -0.125, -1.082, -1.214, -0.456, 0.584, 0.879, 0.213, -0.549, -0.613, -0.830, -0.029, 0.907, -1.230, 0.653, -0.370, -0.210, 0.490, 0.293, 0.294, 0.372, 0.504, 0.394, 0.403, 0.412, 0.401, 0.384, 0.439, 0.305, 0.376, 0.113, 0.368, 0.356, 0.477, 0.427, 0.287, 0.454, 0.479, 0.489, 0.312]
}

***

# 4
{
  "formula": "C23H24FeNO3",
  "method": "the ωB97M-V functional and the def2-TZVPD basis",
  "homo_lumo_gap_ha": [0.125, 0.174],
  "total_energy_ev": -66254.2113,
  "e_lumo_ev": [2.44, 0.72],
  "de_lowest_kcal_mol": 0.0,
  "charge": -1,
  "multiplicity": 5,
  "symbols": ["Fe", "O", "O", "O", "N", "C", "C", "C", "C", "C", "C", "C", "C", "C", "C", "C", "C", "C", "C", "C", "C", "C", "C", "C", "C", "C", "C", "C", "H", "H", "H", "H", "H", "H", "H", "H", "H", "H", "H", "H", "H", "H", "H", "H", "H", "H", "H", "H", "H", "H", "H", "H"],
  "xyz": [[-0.786561, 3.461219, 1.492907], [-2.290000, 1.496384, 3.106696], [1.706544, 1.982917, 1.907967], [-0.461039, 5.051538, 3.948793], [-0.255707, -3.210368, -1.347402], [2.450377, -1.735245, 0.574399], [2.418901, -3.900355, 2.321610], [1.593488, -3.918367, 1.189179], [-2.027607, -3.849064, -2.799204], [0.688614, 4.184322, -0.873100], [0.712378, 2.548952, 1.692692], [3.258816, -1.703798, 1.696207], [-2.310450, -4.409622, -1.395261], [1.578486, -2.807927, 0.343867], [-1.210777, -3.876708, -0.470546], [3.243716, -2.791835, 2.584911], [-0.552896, 4.403322, 2.996300], [0.787693, -2.486850, -0.878456], [-2.289290, 3.159984, 0.101476], [2.322289, -0.685533, -0.533698], [1.240649, -1.279331, -1.383807], [-0.789613, -2.955117, -2.678932], [-1.684352, 2.227426, 2.442378], [-1.214421, 5.316504, 0.460917], [-2.360373, 4.565681, 0.245202], [-1.101403, 2.517571, -0.336735], [0.123818, 4.820237, 0.367427], [-0.302040, 3.156119, -1.445709], [-0.035143, -3.177591, -3.446263], [0.225963, 2.386512, -2.028588], [3.896067, -0.836774, 1.881509], [-1.009516, 1.424078, -0.246883], [0.944628, 4.946932, -1.627871], [1.632445, 3.677578, -0.610772], [-0.981431, 3.668496, -2.145150], [-1.632820, -3.162983, 0.260087], [2.423945, -4.752159, 3.001867], [-3.286966, -4.086634, -1.029615], [-3.191238, 2.566479, 0.267126], [0.919324, -0.862348, -2.333741], [3.278758, -0.512461, -1.055806], [-2.285944, -5.501198, -1.401071], [-1.319291, 6.332173, 0.865148], [-1.062215, -1.894386, -2.797459], [-1.822804, -4.655859, -3.506484], [-3.336374, 5.032343, 0.418413], [2.009586, 0.281176, -0.111989], [0.886862, 5.360292, 0.949931], [0.987777, -4.793751, 0.958106], [3.875794, -2.782168, 3.472726], [-2.871833, -3.266471, -3.172631], [-0.734815, -4.673329, 0.109334]],
  "forces_ev_per_a": [[1.94, -2.23, 2.86], [0.42, 0.23, -0.16], [-0.72, 0.42, -0.47], [0.18, -0.35, -0.07], [-0.14, 0.24, -0.31], [0.87, 0.94, 0.48], [-0.22, 0.24, -0.58], [0.28, -0.93, 1.17], [0.10, 0.01, -0.20], [0.23, -0.44, -0.41], [2.18, -1.14, 0.68], [-0.17, 0.13, -0.55], [0.03, -0.13, 0.13], [-1.96, 0.53, -2.93], [-0.22, 0.07, 0.24], [-0.08, -0.31, 0.21], [-0.38, 1.59, 1.05], [0.75, -4.35, 4.47], [-1.23, -0.44, -1.83], [-0.26, -0.11, 0.58], [1.30, 3.58, -2.33], [-0.16, 0.35, -0.11], [-1.62, -1.19, 0.95], [1.09, 2.07, -0.50], [-1.65, -0.19, -0.90], [-0.56, -0.09, -0.38], [0.32, 0.87, -0.56], [0.51, 0.38, -0.16], [-0.13, -0.01, 0.22], [-0.03, 0.14, 0.08], [-0.14, -0.25, -0.02], [-0.39, 0.46, -0.17], [0.04, -0.03, 0.00], [-0.18, 0.07, -0.06], [0.05, -0.09, 0.14], [0.30, -0.08, -0.21], [0.01, 0.17, -0.18], [0.06, -0.15, -0.05], [0.10, 0.16, 0.24], [0.12, 0.04, 0.24], [-0.26, -0.04, -0.04], [-0.15, 0.09, -0.04], [-0.23, -0.38, 0.13], [0.05, -0.22, 0.07], [-0.16, 0.06, 0.05], [0.34, -0.19, 0.02], [0.15, 0.02, -0.08], [-0.37, 0.30, -0.52], [0.24, 0.18, 0.25], [-0.18, 0.00, -0.21], [0.06, -0.16, -0.04], [-0.11, 0.16, -0.20]],
  "mulliken_spin": [1.522, -0.050, -0.030, -0.031, 0.240, 0.170, -0.124, 0.206, 0.017, 0.029, -0.025, -0.088, 0.000, 0.009, 0.011, 0.263, 0.013, 0.462, 0.042, -0.013, 0.643, -0.020, 0.066, 0.301, 0.235, -0.070, -0.129, 0.016, -0.006, 0.005, -0.006, 0.050, -0.016, 0.006, -0.014, -0.003, -0.007, 0.001, 0.027, 0.033, 0.053, 0.004, 0.037, 0.016, 0.001, 0.008, 0.063, 0.008, 0.037, 0.026, -0.001, 0.011]
}